No. 1
DFT (ωB97M-V with the def2-TZVPD basis set) results for a structure of composition C36H55BaN4OP2 at a distorted geometry.

Element x y z (Å)
Ba 0.488 0.636 0.172
P -1.362 2.398 -1.168
P -0.068 -1.928 1.606
O -1.655 1.962 3.617
N 0.911 -1.152 -1.313
N 2.278 2.362 2.618
N -2.250 -0.433 -0.136
N 2.296 1.818 1.383
C -0.529 -4.126 -2.706
C -0.178 -4.937 -3.791
C -1.155 -2.295 3.108
C -2.248 -1.770 -0.310
C 0.141 -2.149 -1.222
C -0.911 -2.483 -0.077
C 0.636 2.289 -3.194
C -3.071 1.829 -0.727
C -1.405 1.413 2.646
C 1.024 -4.716 -4.487
C -4.410 -0.314 -1.113
C -1.001 4.149 -0.538
C 1.710 -3.995 0.718
C 3.785 1.742 -0.604
C -2.526 -1.621 2.881
C -1.115 0.459 -3.268
C 3.632 3.664 4.158
C 3.421 3.015 2.862
C 0.359 -3.098 -2.356
C -3.257 0.297 -0.640
C 1.694 -2.754 1.624
C 3.463 2.155 0.794
C 2.747 -1.737 1.125
C 1.536 -2.863 -3.072
C 2.062 -3.129 3.062
C -0.860 1.966 -2.966
C -1.773 2.824 -3.849
C -3.389 -2.429 -0.759
C -4.505 -1.697 -1.170
C 4.206 2.897 1.708
C -1.969 5.023 -1.358
C 0.495 4.518 -0.731
C -1.292 -3.829 3.184
C -0.474 -1.639 4.345
C -1.315 4.246 0.968
C 1.890 -3.677 -4.135
H 0.215 -0.826 4.081
H 1.304 1.829 -2.445
H -5.204 0.344 -1.436
H 1.309 -5.352 -5.316
H 3.032 -3.643 3.084
H 0.857 3.363 -3.217
H -1.084 -3.576 -0.002
H 0.087 -2.362 4.941
H 1.906 -3.711 -0.321
H -3.074 -1.544 3.832
H -1.569 -0.083 -2.434
H 0.804 5.274 0.004
H 0.717 4.936 -1.718
H 1.193 3.680 -0.570
H -2.281 3.809 1.238
H -0.885 -4.214 4.127
H 5.193 3.291 1.550
H 2.773 3.543 4.857
H -3.147 -2.183 2.173
H 3.041 1.102 -1.121
H -1.601 3.901 -3.723
H 3.689 -2.258 0.914
H 2.169 -2.242 3.694
H 1.335 -3.799 3.530
H -1.454 5.516 -2.191
H -2.832 2.624 -3.630
H 2.175 -2.016 -2.803
H -5.413 -2.190 -1.525
H 0.775 -4.569 0.734
H 3.802 4.747 3.992
H 0.949 1.870 -4.160
H -2.403 -0.603 2.491
H -3.317 2.248 0.266
H 2.832 -3.454 -4.635
H 2.981 -0.952 1.856
H -2.424 5.801 -0.728
H -0.803 -4.396 2.373
H 2.512 -4.684 1.023
H -0.847 -5.742 -4.089
H -3.768 2.273 -1.462
H -3.387 -3.508 -0.800
H 4.707 1.152 -0.634
H 2.482 -1.265 0.168
H -1.355 5.310 1.246
H 3.918 2.612 -1.260
H 1.479 2.229 3.227
H -2.351 -4.124 3.134
H -1.206 -1.182 5.021
H 4.535 3.231 4.633
H -2.829 4.480 -1.788
H -0.537 3.799 1.596
H -0.186 -0.085 -3.487
H -1.468 -4.223 -2.147
H -1.601 2.582 -4.909
H -1.801 0.352 -4.123

DFT total energy = -65497.03411 eV
HOMO-LUMO gap = 6.921 eV
Charge = +1
Multiplicity = 1

Löwdin population analysis, charges in e, atoms 1 to 6: Ba 1.531; P 0.907; P 1.035; O 0.091; N -0.259; N 0.039

***

No. 2
DFT (ωB97M-V with the def2-TZVPD basis set) results for an isolated molecule of C3H2N4O at a distorted geometry.

Element x y z (Å)
O 1.901 -0.324 0.867
N 0.866 1.029 -0.671
N -1.630 -0.456 0.554
N 0.193 -1.320 -0.645
N -1.032 -1.190 -0.420
C -0.240 1.533 -0.290
C -1.110 0.802 0.544
C 1.108 -0.258 -0.067
H -1.818 1.282 1.048
H -0.717 2.410 -0.834

DFT total energy = -11146.27080 eV
SMILES string = O=c1nccnnn1
HOMO-LUMO gap = 8.462 eV
Multiplicity = 1
Energy above the lowest of the compared OMol25 structures with the same formula, charge and spin = 3.0014 eV

Löwdin population analysis, charges in e, atoms 1 to 6: O 0.103; N 0.168; N 0.103; N 0.130; N -0.050; C -0.130

***

No. 3
DFT (ωB97M-V with the def2-TZVPD basis set) results for an isolated molecule of C3H8OSi at a distorted geometry.

Element x y z (Å)
Si 0.126 0.664 0.513
O 3.315 -0.076 0.319
C 1.201 -0.298 -0.767
C -1.692 0.009 0.190
C 2.546 0.273 -0.545
H 2.827 1.229 -1.212
H -1.495 -1.078 0.068
H -2.316 0.135 1.133
H -2.110 0.275 -0.773
H 1.127 -1.333 -0.711
H 0.639 0.926 1.887
H 0.259 1.988 -0.168
H 0.747 -0.031 -1.784

DFT total energy = -13164.70905 eV
SMILES string = C[SiH2]CC=O
HOMO-LUMO gap = 10.570 eV
Multiplicity = 1
Energy above the lowest of the compared OMol25 structures with the same formula, charge and spin = 1.3194 eV

Löwdin population analysis, charges in e, atoms 1 to 6: Si 0.668; O 0.013; C -0.299; C -0.250; C -0.420; H 0.147

***

No. 4
DFT (ωB97M-V with the def2-TZVPD basis set) results for a cluster of 2 separate species, C11H12NO2 in total at a distorted geometry.

Element x y z (Å)
O 0.206 2.667 0.495
O -0.028 4.307 -0.977
N -0.101 0.235 0.071
C 0.779 -2.543 2.207
C -1.219 -1.225 -1.189
C 0.979 -1.260 1.769
C 0.172 -0.936 0.601
C 2.073 3.876 -0.191
C 0.667 3.584 -0.235
C 0.109 -3.585 1.393
C -0.959 0.059 -1.058
C -1.979 -1.776 -2.319
C -0.453 -3.214 0.239
C -0.507 -1.949 -0.245
H 1.101 -2.964 3.188
H 2.643 3.780 0.670
H 2.264 5.072 -0.559
H 2.463 3.324 -1.071
H -1.192 -1.927 -3.055
H -2.416 -2.817 -2.107
H 0.151 -4.571 1.795
H -2.795 -1.126 -2.342
H -1.151 -3.786 -0.508
H -1.310 1.052 -1.492
H 1.615 -0.638 2.427
H -0.050 0.979 0.583

DFT total energy = -17181.90801 eV
HOMO-LUMO gap (alpha / beta) = 8.072 / 3.560 eV
Multiplicity = 2
Energy above the lowest of the compared OMol25 structures with the same formula, charge and spin = 3.6406 eV

Löwdin population analysis, charges in e, atoms 1 to 6: O 0.071; O 0.290; N 0.081; C -0.101; C -0.315; C -0.019

***

No. 5
DFT (ωB97M-V with the def2-TZVPD basis set) results for a cluster of 9 separate species, C10H24F2N8O10 in total at a distorted geometry.

Element x y z (Å)
F -15.538 -19.404 -31.692
F -13.620 -19.317 -28.452
O -17.945 -19.201 -28.221
O -9.264 -17.621 -29.531
O -13.005 -23.297 -28.368
O -15.793 -18.264 -29.384
O -14.424 -21.277 -30.245
O -21.705 -21.945 -27.489
O -16.614 -21.439 -29.133
O -12.823 -18.162 -35.317
O -20.090 -24.290 -28.306
O -16.116 -22.912 -32.435
N -14.272 -23.782 -33.323
N -12.677 -25.514 -28.582
N -14.403 -21.595 -33.236
N -14.581 -17.773 -34.039
N -12.891 -18.674 -33.113
N -11.298 -17.669 -28.371
N -13.504 -24.700 -26.712
N -10.971 -18.965 -30.019
C -13.069 -24.421 -27.920
C -14.989 -22.735 -32.936
C -18.374 -22.895 -28.617
C -13.388 -18.220 -34.255
C -18.489 -20.291 -28.299
C -19.723 -23.010 -28.308
C -20.460 -21.850 -27.882
C -10.384 -18.048 -29.247
C -17.727 -21.581 -28.735
C -19.894 -20.526 -27.903
H -15.039 -18.121 -33.209
H -13.564 -25.640 -26.348
H -13.749 -23.924 -26.113
H -11.106 -16.921 -27.720
H -14.921 -18.383 -29.000
H -13.389 -23.734 -33.811
H -14.875 -20.784 -30.935
H -13.606 -21.652 -33.852
H -15.800 -18.741 -30.217
H -11.907 -19.199 -29.723
H -14.863 -20.732 -32.981
H -10.622 -19.496 -30.804
H -14.724 -24.685 -33.281
H -13.595 -18.799 -32.400
H -15.219 -17.501 -34.774
H -12.132 -18.238 -28.332
H -20.485 -19.713 -27.509
H -13.896 -20.750 -29.641
H -12.341 -25.440 -29.532
H -12.669 -26.409 -28.115
H -16.451 -18.587 -28.763
H -17.846 -23.796 -28.890
H -11.919 -18.921 -32.986
H -15.033 -21.734 -29.662

DFT total energy = -48589.64829 eV
HOMO-LUMO gap (alpha / beta) = 1.829 / 4.888 eV
Charge = -3
Multiplicity = 2
Energy above the lowest of the compared OMol25 structures with the same formula, charge and spin = 0.0000 eV

Löwdin population analysis, charges in e, atoms 1 to 6: F -0.459; F -0.501; O -0.040; O -0.036; O -0.036; O 0.234